Computed, not measured: a cluster of 10 separate species, H20O10 in total at a distorted geometry, with ωB97M-V with the def2-TZVPD basis set.

Values from the calculation:
LUMO energy ... -0.8 eV
Net charge ... 0
Structure (SMILES) ... O.O.O.O.O.O.O.O.O.O
E_tot ... -20797.859 eV

Positions of all 30 atoms, in Å:
O1 1.03 0.13 0.44
H1 0.72 -0.20 -0.41
H2 0.33 0.71 0.74
O2 -4.17 1.85 0.38
H3 -3.78 1.70 1.25
H4 -3.80 1.15 -0.17
O3 -0.59 -1.36 -4.90
H5 -0.47 -1.24 -3.95
H6 0.30 -1.52 -5.23
O4 -0.13 -4.80 -0.91
H7 -0.23 -5.27 -1.75
H8 0.42 -4.04 -1.13
O5 -1.77 0.15 2.73
H9 -1.19 0.58 2.09
H10 -2.60 0.65 2.66
O6 0.31 1.67 -1.54
H11 -0.10 1.46 -0.69
H12 1.24 1.77 -1.34
O7 5.46 1.23 0.18
H13 5.79 1.80 0.89
H14 4.57 1.55 0.01
O8 -0.41 -2.72 2.28
H15 -0.06 -2.41 1.44
H16 0.05 -2.18 2.93
O9 1.78 0.96 3.18
H17 2.01 0.40 2.43
H18 1.68 1.84 2.79
O10 -1.74 2.57 -1.64
H19 -1.09 2.22 -2.25
H20 -1.79 3.51 -1.85